# 1
Formula: C17H36BBr2N5OP2SiTa
Source: the OMol25 dataset
Level of theory: ωB97M-V/def2-TZVPD

Geometry as XYZ:
```
66
Properties=species:S:1:pos:R:3:forces:R:3:mulliken_charge:R:1
Ta -0.074449 -0.345118 -0.291199 0.0 0.1 -0.2 -1.00
Br -2.472082 2.166900 2.886240 0.0 0.0 0.0 0.00
C -3.403803 1.406879 1.415426 0.0 0.0 0.1 -0.56
Br -2.397731 1.463228 -0.284219 0.0 0.0 0.0 0.09
H -4.294789 1.986173 1.200456 0.0 0.0 0.0 0.49
H -3.624151 0.363385 1.605462 0.0 0.0 0.0 0.30
C 1.282229 -3.874004 -1.148488 0.0 0.0 0.0 -1.65
P 0.297782 -2.952824 0.059406 0.0 0.0 0.0 0.67
C -1.298472 -3.797637 0.109180 0.0 0.0 0.0 -0.93
C 1.115243 -3.235069 1.660695 0.0 0.0 0.0 -0.75
C 2.383463 -2.388024 1.758855 0.0 0.0 0.0 -1.35
P 2.012932 -0.620330 1.481684 0.0 0.0 0.0 1.27
C 3.611488 0.134587 1.082711 0.0 0.0 0.0 -1.47
C 1.571681 0.053047 3.106282 0.0 0.0 0.0 -1.24
H 1.285460 -4.924081 -0.848981 0.0 0.0 0.0 0.57
H 2.312856 -3.523703 -1.186011 0.0 0.0 0.0 0.44
H 0.829163 -3.804510 -2.137272 0.0 0.0 0.0 0.33
H -1.124823 -4.863911 0.267490 0.0 0.0 0.0 0.55
H -1.821782 -3.664791 -0.837673 0.0 0.0 0.0 0.15
H -1.916932 -3.420915 0.922372 0.0 0.0 0.0 0.24
H 1.346322 -4.299460 1.747444 0.0 0.0 0.0 0.65
H 0.407255 -3.002920 2.460130 0.0 0.0 0.0 0.29
H 3.119128 -2.694955 1.010384 0.0 0.0 0.0 0.46
H 2.860712 -2.506367 2.733949 0.0 0.0 0.0 0.61
H 4.336925 -0.140912 1.850353 0.0 0.0 0.0 0.56
H 3.528583 1.222116 1.079832 0.0 0.0 0.0 0.37
H 3.982095 -0.214946 0.118825 0.0 0.0 0.0 0.28
H 2.446416 0.031198 3.758344 0.0 0.0 0.0 0.52
H 0.779568 -0.538602 3.565570 0.0 0.0 0.0 0.32
H 1.227366 1.083990 3.017168 0.0 0.0 0.0 0.33
N 3.144604 0.978940 -2.844671 0.0 0.0 0.0 0.01
C 3.131329 -0.275052 -3.407267 0.0 0.0 0.0 -1.30
C 2.214897 -0.995578 -2.708387 0.0 0.0 0.0 -0.48
N 1.682926 -0.201114 -1.713784 0.0 0.0 0.0 0.57
C 2.263528 0.990505 -1.839784 0.0 0.0 0.0 0.11
C 1.811296 2.023937 -0.940191 0.0 0.0 0.0 0.04
N 0.810055 1.695182 -0.123694 0.0 0.0 0.0 0.62
C 0.571094 2.801630 0.674685 0.0 0.0 0.0 -0.14
C 1.433729 3.786242 0.316040 0.0 0.0 0.0 -0.90
N 2.206163 3.276214 -0.704740 0.0 0.0 0.0 0.02
H 3.710802 1.750191 -3.171379 0.0 0.0 0.0 0.20
H 3.757740 -0.535901 -4.243584 0.0 0.0 0.0 0.43
H 1.904516 -2.010497 -2.866869 0.0 0.0 0.0 0.48
H -0.205254 2.816611 1.421040 0.0 0.0 0.0 0.14
H 1.556107 4.792398 0.680194 0.0 0.0 0.0 0.44
H 2.931628 3.789000 -1.187645 0.0 0.0 0.0 0.20
B -2.141480 -1.731114 3.680006 0.0 0.0 0.0 0.61
C -1.562612 -1.170231 2.409074 0.0 0.0 0.0 -0.73
N -1.053879 -0.789809 1.414862 -0.1 0.0 0.1 0.12
H -3.246939 -1.286254 3.840810 0.0 0.0 0.0 -0.02
H -2.128643 -2.926437 3.451495 0.0 0.0 0.0 0.04
H -1.339716 -1.420769 4.532736 0.0 0.0 0.0 0.05
C -1.638979 0.240586 -4.317752 0.0 0.0 0.0 -1.08
Si -1.915921 -1.236855 -3.244797 0.0 0.0 0.0 0.50
C -1.172064 -2.793079 -3.915778 0.0 0.0 0.0 -0.97
C -3.642710 -1.451783 -2.635279 0.0 0.0 0.0 -1.02
O -0.969153 -0.842730 -1.792670 0.0 -0.1 0.1 1.20
H -2.178525 0.122975 -5.260753 0.0 0.0 0.0 0.42
H -0.582815 0.367849 -4.566538 0.0 0.0 0.0 0.30
H -2.006293 1.158070 -3.852930 0.0 0.0 0.0 0.32
H -1.702404 -3.055822 -4.835823 0.0 0.0 0.0 0.52
H -1.287332 -3.646632 -3.244549 0.0 0.0 0.0 0.31
H -0.120263 -2.680993 -4.186688 0.0 0.0 0.0 0.33
H -4.275773 -1.759881 -3.472175 0.0 0.0 0.0 0.44
H -4.063222 -0.527107 -2.238605 0.0 0.0 0.0 0.33
H -3.725719 -2.228403 -1.872021 0.0 0.0 0.0 0.33
```
Positions in Å, forces in eV/Å.

The calculation puts the frontier orbital gap at 7.73 eV. For the HOMO energy, the calculation gives -18.109 eV. The total charge is +3. As for the largest force on an atom: 0.241 eV/Å. The calculation puts the LUMO energy at -10.38 eV. The value obtained for the total energy is -196460.0088 eV.

=====

# 2
Formula: C5H11NO
Source: the OMol25 dataset
Level of theory: ωB97M-V/def2-TZVPD

Geometry as XYZ:
```
18
Properties=species:S:1:pos:R:3:forces:R:3:mulliken_charge:R:1
C 0.254734 -1.544949 -1.377195 -0.1 -0.1 -0.1 -1.41
C 0.271037 -0.649576 -0.109639 0.2 0.0 0.0 0.66
C 1.398337 0.314861 -0.242068 0.1 0.0 -0.2 -0.65
N -0.929841 0.120528 -0.013954 -0.1 -0.3 -0.1 -0.57
C 0.165379 1.991879 1.225292 0.0 0.3 0.2 -1.00
C -1.998655 -0.562305 0.438332 -0.2 -0.1 0.1 -0.05
O -2.090816 -1.781294 0.602291 0.1 0.3 0.0 -0.59
H 0.056995 -0.937821 -2.265555 0.0 -0.1 0.1 0.38
H 1.192311 -2.094439 -1.507906 -0.1 0.1 0.0 0.36
H -0.563794 -2.255784 -1.237915 0.1 0.1 -0.1 0.34
H 0.426422 -1.309155 0.757399 -0.1 0.1 -0.1 0.27
H 0.952720 1.138845 0.600213 0.0 0.0 0.0 0.17
H 2.404478 0.017343 0.063417 -0.2 0.0 0.0 0.39
H 1.381916 0.926411 -1.147595 0.0 -0.1 0.1 0.34
H 1.024658 2.599126 1.517163 -0.1 -0.1 0.0 0.35
H -0.511996 2.479735 0.538220 0.1 -0.1 0.1 0.31
H -0.324358 1.503617 2.058924 0.1 0.0 -0.1 0.31
H -2.860942 0.101275 0.656163 0.1 -0.1 0.0 0.38
```
Positions in Å, forces in eV/Å.

The calculation puts the frontier orbital gap (alpha / beta) at 6.16 / 7.34 eV. For the HOMO energy (alpha / beta), the calculation gives -8.023 / -8.684 eV. As for the largest force on an atom: 0.332 eV/Å. The calculation puts the LUMO energy (alpha / beta) at -1.86 / -1.34 eV. The value obtained for the total energy is -8896.3473 eV.

=====

Which formula does entry 2 have? C5H11NO

=====

Look up the largest force on an atom of the first one. 0.241 eV/Å

=====

What is the formula in the second record? C5H11NO